(1)
Density functional theory data (wB97M-V/def2-TZVPD) for one molecule with the formula C3H6ClN at a distorted geometry.

Summary:
HOMO level ... -0.31694 hartree
Energy relative to the best compared isomer or geometry (same formula, charge and spin) ... 8.5 kcal/mol
Calculated total energy ... -632.81322 hartree
Lowest unoccupied orbital energy ... 1.042 eV
HOMO-LUMO gap ... 9.67 eV
Net charge ... 0
SMILES ... N[C@@H]1C[C@@H]1Cl

Last column: Löwdin charge in e.
CARTESIAN COORDINATES (ANGSTROEM)
C 0.579 -0.116 -0.315  -0.393
C 0.142 1.044 0.587  -0.142
C -0.784 0.575 -0.479  -0.629
H 0.950 -2.125 -0.440  0.086
H -0.125 -1.697 0.732  0.015
H 1.277 0.163 -1.079  0.131
H -0.129 0.816 1.652  0.118
H 0.618 2.034 0.440  0.104
H -1.015 1.119 -1.398  0.094
N 0.651 -1.405 0.211  0.028
Cl -2.163 -0.408 0.089  0.588


(2)
Density functional theory data (wB97M-V/def2-TZVPD) for a 8-piece molecular cluster, C24H65NO12 overall at a distorted geometry.

Summary:
HOMO level ... -0.33053 hartree
Calculated total energy ... -1910.82290 hartree
Lowest unoccupied orbital energy ... 0.109 eV
HOMO-LUMO gap ... 9.10 eV
Net charge ... 0
SMILES ... COCCNCCOC.CC(C)O.CC(C)O.CC(C)O.CC(C)O.OCCO.OCCO.OCCO

Last column: Löwdin charge in e.
CARTESIAN COORDINATES (ANGSTROEM)
C 5.425 -5.716 1.681  -0.219
C 4.192 -6.466 1.135  -0.268
O 2.883 -6.041 1.403  -0.056
O 5.566 -5.640 3.115  -0.069
H 5.339 -4.698 1.299  0.111
H 6.304 -6.217 1.276  0.114
H 4.238 -7.475 1.544  0.118
H 4.259 -6.542 0.050  0.115
H 2.725 -5.243 0.892  0.081
H 5.430 -4.739 3.418  0.072
C -2.739 3.257 6.352  -0.230
C -1.446 4.055 6.567  -0.258
O -1.632 5.450 6.443  -0.054
O -3.066 3.285 4.941  -0.075
H -3.604 3.662 6.878  0.112
H -2.669 2.319 6.901  0.115
H -0.740 3.642 5.846  0.120
H -1.056 3.786 7.548  0.111
H -1.098 5.828 5.740  0.088
H -3.054 4.228 4.760  0.070
C -2.482 -4.815 -8.019  -0.224
C -3.878 -4.485 -7.520  -0.241
O -4.069 -5.333 -6.369  -0.079
O -2.142 -4.188 -9.286  -0.075
H -2.350 -5.895 -8.075  0.122
H -1.713 -4.485 -7.320  0.116
H -4.675 -4.573 -8.258  0.116
H -4.002 -3.464 -7.160  0.113
H -4.813 -5.070 -5.822  0.082
H -2.559 -3.324 -9.263  0.070
C 3.835 -1.100 4.647  -0.089
O 5.254 -0.872 4.628  -0.194
C 5.672 0.472 4.952  -0.227
C 5.354 1.499 3.923  -0.262
N 5.597 1.254 2.532  -0.043
C 6.990 0.876 2.199  -0.180
C 7.137 0.883 0.653  -0.179
O 6.130 -0.007 0.084  -0.201
C 5.835 0.175 -1.278  -0.125
H 3.698 -2.156 4.414  0.085
H 3.269 -0.496 3.937  0.075
H 3.461 -0.904 5.652  0.084
H 6.743 0.512 5.152  0.114
H 5.388 0.714 5.977  0.118
H 5.723 2.489 4.192  0.120
H 4.301 1.742 4.067  0.108
H 4.954 0.544 2.213  0.101
H 7.213 -0.131 2.553  0.113
H 7.751 1.552 2.588  0.121
H 8.125 0.515 0.377  0.117
H 6.933 1.899 0.313  0.114
H 6.316 -0.557 -1.927  0.084
H 6.085 1.162 -1.666  0.081
H 4.759 0.140 -1.451  0.072
C 0.554 0.340 0.307  -0.060
C 0.490 -1.068 -0.245  -0.536
C -0.180 -1.312 -1.590  -0.049
O 1.751 -1.623 -0.270  -0.041
H -0.455 0.726 0.444  0.078
H 0.962 1.002 -0.457  0.078
H 1.050 0.529 1.259  0.079
H -0.096 -1.559 0.532  0.133
H 0.177 -0.778 -2.471  0.077
H -1.227 -1.045 -1.448  0.076
H -0.107 -2.362 -1.872  0.079
H 2.394 -0.996 -0.607  0.082
C -4.487 -2.672 3.864  -0.052
C -5.226 -2.573 2.457  -0.478
C -6.457 -3.444 2.402  -0.068
O -5.591 -1.226 2.239  -0.052
H -5.053 -2.172 4.651  0.072
H -3.577 -2.072 3.884  0.068
H -4.313 -3.696 4.193  0.074
H -4.506 -2.947 1.730  0.125
H -6.787 -3.741 1.407  0.080
H -7.197 -3.122 3.134  0.087
H -6.181 -4.409 2.829  0.069
H -5.129 -0.677 2.877  0.076
C 1.934 6.368 -5.991  -0.064
C 1.812 4.892 -5.789  -0.574
C 0.669 4.534 -4.950  -0.081
O 1.733 4.200 -6.973  -0.023
H 2.352 6.911 -5.144  0.082
H 0.993 6.867 -6.222  0.079
H 2.537 6.621 -6.863  0.081
H 2.725 4.565 -5.290  0.143
H 0.529 3.462 -4.813  0.088
H -0.277 4.908 -5.342  0.082
H 0.606 5.085 -4.012  0.087
H 0.858 4.262 -7.362  0.097
C -7.911 3.371 -0.716  -0.057
C -7.598 2.572 -1.991  -0.497
C -6.153 2.770 -2.526  -0.061
O -7.802 1.197 -1.776  -0.048
H -7.167 3.163 0.053  0.077
H -8.918 3.160 -0.356  0.078
H -7.900 4.440 -0.928  0.075
H -8.227 2.917 -2.812  0.130
H -5.482 2.429 -1.738  0.071
H -5.895 3.802 -2.761  0.072
H -5.959 2.166 -3.413  0.073
H -7.363 0.931 -0.964  0.088


(3)
Density functional theory data (wB97M-V/def2-TZVPD) for a 8-piece molecular cluster, C21H48ClN7O11 overall at a distorted geometry.

Summary:
<S²> ... 0.756
HOMO level (spin up / spin down) ... -0.22952 / -0.22952 hartree
Energy relative to the best compared isomer or geometry (same formula, charge and spin) ... 75.7 kcal/mol
2S+1 ... 2
Calculated total energy ... -2499.78603 hartree
Lowest unoccupied orbital energy (spin up / spin down) ... 1.772 / 0.824 eV
HOMO-LUMO gap (spin up / spin down) ... 8.02 / 7.07 eV
Net charge ... -1

Last column: Löwdin spin population.
CARTESIAN COORDINATES (ANGSTROEM)
Cl -1.170 0.223 1.881  0.000
O -1.991 1.204 2.576  0.000
O -0.428 -0.424 2.884  0.000
O -1.968 -0.669 1.113  0.000
O -0.146 0.884 1.019  0.000
C 2.932 -1.568 -8.028  0.014
C 1.507 -1.239 -8.558  0.017
C 0.409 -1.912 -7.684  0.000
C 0.151 -1.284 -6.324  0.000
C -0.303 0.122 -6.524  -0.001
C 0.671 1.034 -7.401  0.014
N 1.167 0.233 -8.603  0.323
O 2.037 1.149 -9.490  0.609
C -0.377 2.154 -7.806  0.003
C 1.848 1.541 -6.478  0.013
C 1.346 -1.964 -9.958  0.004
H 2.993 -2.626 -8.283  0.001
H 2.948 -1.503 -6.940  0.000
H 3.736 -0.933 -8.400  0.001
H -0.511 -1.787 -8.255  0.001
H 0.601 -2.984 -7.641  0.000
H 1.019 -1.056 -5.706  0.000
H -0.521 -1.780 -5.623  0.000
H -0.369 0.575 -5.535  0.000
H -1.326 0.053 -6.894  0.000
H 0.201 3.005 -8.166  0.000
H -1.052 1.989 -8.646  0.000
H -0.834 2.697 -6.979  0.000
H 2.613 2.018 -7.091  0.002
H 1.453 2.204 -5.708  0.001
H 2.387 0.753 -5.953  0.000
H 1.651 -3.008 -10.031  0.000
H 2.080 -1.510 -10.623  -0.001
H 0.323 -1.861 -10.321  0.000
O 7.752 2.679 -1.622  0.000
C 6.806 3.332 -1.106  0.000
N 6.038 2.889 -0.135  0.000
C 6.591 4.705 -1.580  0.000
H 5.089 3.199 0.015  0.000
H 6.301 2.087 0.419  0.000
H 7.457 5.341 -1.392  0.000
H 5.700 5.250 -1.269  0.000
H 6.508 4.515 -2.650  0.000
O -8.410 -6.264 3.805  0.000
C -7.552 -5.868 4.599  0.000
N -6.373 -5.228 4.299  0.000
C -7.834 -6.040 5.997  0.000
H -6.373 -5.036 3.307  0.000
H -5.596 -5.043 4.917  0.000
H -8.588 -5.347 6.369  0.000
H -6.920 -5.862 6.564  0.000
H -8.058 -7.101 6.103  0.000
O 7.350 -2.057 3.524  0.000
C 6.422 -2.707 3.899  0.000
N 5.524 -1.991 4.546  0.000
C 6.425 -4.207 3.997  0.000
H 4.954 -2.532 5.180  0.000
H 5.509 -0.989 4.426  0.000
H 5.970 -4.653 4.882  0.000
H 7.385 -4.708 3.872  0.000
H 5.931 -4.389 3.043  0.000
O -7.389 -0.160 7.780  0.000
C -6.452 0.251 7.153  0.000
N -6.549 0.434 5.909  0.000
C -5.114 0.672 7.816  0.000
H -5.666 0.669 5.478  0.000
H -7.439 0.384 5.434  0.000
H -5.319 0.956 8.848  0.000
H -4.793 1.497 7.180  0.000
H -4.369 -0.123 7.865  0.000
O 1.963 -0.919 11.174  0.000
C 1.944 -0.479 10.084  0.000
N 1.472 -1.263 9.164  0.000
C 2.485 0.934 9.757  0.000
H 1.281 -0.837 8.269  0.000
H 1.247 -2.238 9.303  0.000
H 1.688 1.606 9.440  0.000
H 3.194 0.793 8.941  0.000
H 3.112 1.373 10.534  0.000
O -4.356 6.464 -2.493  0.000
C -4.017 5.786 -1.626  0.000
N -2.782 5.301 -1.480  0.000
C -5.020 5.293 -0.625  0.000
H -2.104 5.663 -2.135  0.000
H -2.424 4.791 -0.684  0.000
H -5.254 4.243 -0.801  0.000
H -5.916 5.892 -0.457  0.000
H -4.507 5.313 0.337  0.000


(4)
Density functional theory data (wB97M-V/def2-TZVPD) for a 2-piece molecular cluster, C3H7NO2 overall at a distorted geometry.

Summary:
HOMO level (spin up / spin down) ... -0.26359 / -0.26463 hartree
Energy relative to the best compared isomer or geometry (same formula, charge and spin) ... 123.6 kcal/mol
Calculated total energy ... -323.58396 hartree
Lowest unoccupied orbital energy (spin up / spin down) ... 0.552 / 0.542 eV
HOMO-LUMO gap (spin up / spin down) ... 7.72 / 7.74 eV
Net charge ... 0

Last column: Löwdin charge in e.
CARTESIAN COORDINATES (ANGSTROEM)
C 0.880 0.920 0.838  -0.069
C 0.367 -1.218 -0.600  -0.041
C 0.021 0.222 -0.205  -0.408
N -1.632 -0.313 1.060  0.033
O -2.684 -0.241 0.518  -0.048
O -0.571 1.085 -1.161  -0.042
H 1.981 1.095 0.845  0.089
H 0.608 1.936 0.976  0.053
H 0.608 0.534 1.880  0.093
H 1.103 -1.118 -1.335  0.067
H -0.369 -1.783 -1.134  0.079
H 0.732 -1.657 0.222  0.039
H -1.044 0.537 -1.905  0.154


(5)
Density functional theory data (wB97M-V/def2-TZVPD) for C14H36AlCaCl6KNO7 as an isolated structure at a distorted geometry.

Summary:
HOMO level ... -0.07970 hartree
Calculated total energy ... -5417.16926 hartree
Lowest unoccupied orbital energy ... -0.573 eV
HOMO-LUMO gap ... 1.60 eV
Net charge ... -1

Last column: Löwdin charge in e.
CARTESIAN COORDINATES (ANGSTROEM)
C 1.142 -3.411 -0.343  -0.319
C 0.227 -2.200 -0.292  -0.289
C -1.025 -2.248 -1.209  -0.368
O -2.271 -2.264 -0.528  -0.580
Al -2.573 -3.906 0.071  0.063
H 2.038 -3.165 0.309  -0.100
H 1.554 -3.633 -1.373  0.057
H 0.700 -4.343 0.104  0.051
H 0.831 -1.338 -0.568  0.076
H -0.099 -2.057 0.732  0.031
H -0.996 -3.086 -1.917  0.089
H -1.027 -1.319 -1.783  0.087
H -1.290 -4.853 0.053  -0.054
H -3.791 -4.549 -0.837  -0.101
H -3.188 -3.752 1.602  -0.101
Ca -5.249 -2.784 0.887  0.950
O -2.089 4.628 -5.410  0.080
C -1.666 3.826 -4.618  -0.552
O -2.487 2.902 -4.120  0.002
C -2.047 1.794 -3.304  -0.221
C -1.932 2.184 -1.851  -0.064
C -0.245 3.906 -4.110  0.013
H -1.124 1.367 -3.697  0.111
H -2.814 1.030 -3.417  0.123
H -1.182 2.964 -1.704  0.061
H -1.660 1.322 -1.239  0.029
H -2.881 2.580 -1.491  0.084
H -0.200 4.637 -3.304  0.078
H 0.393 4.235 -4.927  0.088
H 0.156 2.958 -3.761  0.070
O -0.854 -4.173 3.571  -0.429
H -0.987 -3.619 2.790  -0.188
C -1.819 6.463 1.431  -0.164
C -1.441 6.443 0.029  -0.401
O -0.677 5.785 -0.594  0.153
N -2.085 7.612 -0.767  0.081
C -2.789 7.169 -2.015  0.018
H -1.505 5.546 1.926  0.113
H -1.340 7.314 1.909  0.030
H -2.895 6.556 1.517  -0.028
H -2.673 8.194 -0.152  0.146
H -1.278 8.151 -1.081  0.175
H -3.142 8.058 -2.529  0.101
H -3.628 6.541 -1.736  0.111
H -2.085 6.634 -2.643  0.089
Cl -1.814 -0.437 1.071  -0.230
K 3.184 -4.456 -0.152  0.924
C 7.087 -6.354 -2.050  -0.151
O 6.489 -6.620 -0.781  -0.131
H 6.487 -5.601 -2.555  0.073
H 8.103 -5.974 -1.924  0.079
H 7.110 -7.259 -2.662  0.079
H 7.025 -7.286 -0.344  0.076
C 0.116 -5.474 6.180  -0.141
C 1.013 -4.685 7.171  -0.551
O 2.110 -5.385 7.499  -0.271
H -0.224 -6.416 6.623  0.049
H -0.769 -4.886 5.919  0.040
H 0.641 -5.692 5.254  0.043
H 0.343 -4.395 8.021  0.072
H 1.189 -3.699 6.668  0.090
C 3.841 0.470 0.717  -2.034
Cl 5.587 0.752 0.744  0.523
Cl 3.530 -1.281 0.780  0.564
Cl 3.088 1.229 2.099  0.587
Cl 3.159 1.119 -0.774  0.531
Cl -3.300 8.230 2.883  -0.421


(6)
Density functional theory data (wB97M-V/def2-TZVPD) for C24H48AlClFP2 as an isolated structure at a distorted geometry.

Summary:
HOMO level ... -0.09914 hartree
Calculated total energy ... -2428.43592 hartree
Lowest unoccupied orbital energy ... 2.598 eV
HOMO-LUMO gap ... 5.30 eV
Net charge ... -1

Last column: Löwdin charge in e.
CARTESIAN COORDINATES (ANGSTROEM)
Al 0.011 -0.974 -0.239  -0.271
Cl -0.013 -0.069 -2.360  0.064
P -0.494 -3.200 -0.701  1.019
C 0.666 -3.646 -2.084  -0.519
C -0.176 -4.109 0.889  -0.517
C -2.244 -3.137 -1.299  -0.522
C 2.014 -2.901 -2.107  -0.155
H 0.099 -3.320 -2.972  0.108
C 0.846 -5.165 -2.104  -0.132
H 1.395 -5.499 -1.207  0.073
H 1.444 -5.427 -2.988  0.074
H -0.114 -5.699 -2.166  0.058
H 1.874 -1.837 -2.328  -0.003
H 2.630 -3.332 -2.911  0.076
H 2.562 -2.992 -1.160  0.056
H -2.125 -2.481 -2.183  0.099
C -3.265 -2.458 -0.367  -0.122
C -2.700 -4.531 -1.759  -0.129
H -2.156 -4.852 -2.656  0.063
H -3.766 -4.493 -2.015  0.073
H -2.565 -5.286 -0.968  0.076
H -2.842 -1.651 0.248  0.038
H -3.769 -3.185 0.285  0.066
H -4.041 -1.999 -0.997  0.084
C 1.249 -3.783 1.359  -0.113
H -0.284 -5.183 0.661  0.098
C -1.172 -3.681 1.973  -0.097
H 2.032 -4.067 0.642  0.063
H 1.446 -4.293 2.311  0.084
H 1.330 -2.700 1.552  0.041
H -0.977 -2.631 2.257  0.066
H -1.013 -4.303 2.865  0.083
H -2.228 -3.776 1.675  0.061
H 1.608 -0.914 -0.050  -0.032
H -1.181 0.123 -0.020  -0.051
P 0.462 3.567 -0.748  1.032
C -0.847 3.957 -1.946  -0.564
C 0.319 4.169 0.996  -0.561
C 2.098 3.301 -1.486  -0.568
C -2.082 3.041 -1.769  -0.138
H -0.423 3.710 -2.935  0.108
C -1.116 5.464 -1.887  -0.153
H -1.563 5.746 -0.922  0.067
H -1.807 5.754 -2.691  0.061
H -0.186 6.035 -2.029  0.059
H -1.823 1.997 -2.001  0.017
H -2.894 3.353 -2.442  0.065
H -2.467 3.047 -0.745  0.047
H 1.861 2.723 -2.405  0.093
C 3.034 2.380 -0.664  -0.130
C 2.714 4.659 -1.880  -0.153
H 2.171 5.109 -2.724  0.060
H 3.761 4.528 -2.194  0.060
H 2.690 5.371 -1.044  0.066
H 2.472 1.644 -0.061  0.054
H 3.719 2.940 -0.010  0.061
H 3.654 1.790 -1.352  0.071
C -1.041 3.755 1.586  -0.131
H 0.401 5.278 0.940  0.086
C 1.407 3.606 1.932  -0.117
H -1.908 4.047 0.978  0.049
H -1.182 4.208 2.576  0.073
H -1.060 2.655 1.698  0.069
H 1.249 2.525 2.079  0.068
H 1.361 4.076 2.925  0.076
H 2.424 3.755 1.566  0.050
F 0.101 0.059 5.905  -0.006
C 0.072 0.034 4.534  -0.298
C 1.270 -0.154 3.850  -0.041
C 1.215 -0.292 2.450  -0.180
C -0.013 -0.323 1.777  -0.325
C -1.172 -0.022 2.489  -0.183
C -1.150 0.166 3.880  -0.042
H 2.225 -0.214 4.372  0.100
H 2.161 -0.419 1.911  0.065
H -2.128 0.048 1.978  0.069
H -2.061 0.382 4.440  0.101


- Look up the calculated total energy of the sixth one.
  -2428.43592 hartree